No. 1
Density functional theory data (the ωB97M-V functional and the def2-TZVPD basis) for a structure of composition C15H28F5N4O3TeV.

Computed properties:
relative energy (zero: lowest compared OMol25 entry of this formula, charge and spin)	40.75	kcal/mol
⟨S²⟩	2.012
charge	+2
LUMO (spin up / spin down)	-7.321 / -7.520	eV
2S+1	3
HOMO (spin up / spin down)	-15.93 / -15.96	eV

Structure (XYZ):
```
57
Properties=species:S:1:pos:R:3:forces:R:3:lowdin_spin:R:1
H 1.682549 3.259538 2.143323 0.0 0.0 0.0 0.00
H -1.823878 -0.425886 3.093712 0.0 0.0 0.0 0.00
H 3.162001 0.236543 -2.742788 0.0 0.0 0.0 0.00
H 2.331661 -2.091227 -2.139874 0.0 0.0 -0.1 0.00
C -1.590643 -1.464630 2.835887 0.0 0.0 0.0 0.00
H -2.777775 -2.904136 -2.630455 -0.1 0.0 -0.1 0.00
H 3.032133 1.636384 3.673655 0.0 0.0 0.0 0.00
F -3.175121 1.091761 -3.236314 0.1 -0.2 0.0 0.00
H 4.041788 -0.629316 3.788583 0.0 0.0 0.0 0.00
H -3.727198 -2.130449 1.709973 0.0 0.1 0.0 0.00
H -0.060616 -1.870349 -1.259280 0.0 0.0 0.1 0.00
C -3.095463 -1.501603 1.067406 -0.1 -0.1 0.1 0.00
H 0.749225 3.722611 -1.221678 0.1 0.0 0.0 0.00
C 2.873330 -1.401306 2.165734 -0.1 0.0 0.0 0.00
H 1.872074 4.155409 0.074355 0.0 0.0 0.0 0.00
H 3.099883 2.011742 -0.243702 0.0 0.0 0.0 0.00
H -3.403248 -0.465100 1.225692 0.0 0.0 -0.1 0.00
F -1.264132 2.464674 -1.983818 -0.2 -0.2 -0.1 0.01
H 1.110254 -1.112252 -2.959629 0.1 0.0 0.0 0.00
C -3.358707 -1.990758 -0.326813 0.1 0.1 -0.2 0.00
N 1.683816 1.186335 -1.532943 -0.3 0.0 -0.1 -0.01
C 1.707416 -1.199885 -2.050450 -0.1 -0.1 0.0 0.00
F -3.436929 2.759023 -1.082908 -0.1 -0.2 -0.1 0.00
C 1.037483 2.421670 1.869793 0.0 0.0 0.0 0.00
C 1.300479 -2.075278 0.263459 -0.1 -0.1 0.0 0.00
Te -2.606594 1.163109 -1.505303 0.0 1.1 0.8 0.01
H -2.405757 -1.340670 -3.413791 -0.1 -0.1 0.0 0.00
C 2.561805 0.036756 -1.852347 0.0 0.0 0.1 0.00
C 2.722674 0.857608 2.991252 -0.1 0.1 -0.1 0.00
F -4.270718 0.514125 -0.982934 0.1 0.1 0.0 0.01
H 3.302740 -2.392868 2.202159 0.0 0.0 0.0 0.00
F -0.985330 0.188386 -2.183683 0.2 0.2 0.2 0.01
C 1.387378 3.319628 -0.433885 -0.1 0.0 0.0 0.00
V 0.051526 0.572793 -0.287773 0.8 -0.3 -0.8 1.92
C -3.006934 -1.839592 -2.658582 0.2 0.1 0.2 0.00
H -4.071462 -1.677124 -2.829408 0.0 0.0 -0.1 0.00
N 0.497538 2.579938 0.497940 0.0 -0.2 0.1 -0.01
H 3.001734 2.840822 -1.797232 0.0 0.0 0.1 0.00
O -1.707312 0.991591 0.125849 -0.9 0.1 -0.4 0.00
N 1.375346 0.143615 1.182954 -0.1 -0.1 0.2 0.00
H 0.456542 -2.566897 0.754624 0.1 0.0 0.0 0.00
O -2.640910 -1.265420 -1.370519 -0.1 -0.4 0.0 0.01
N 0.751074 -1.362086 -0.916368 0.2 0.0 0.3 0.00
H -2.254651 -2.126415 3.397451 0.0 0.0 0.0 0.00
C 3.280416 -0.411676 3.051361 0.0 0.0 0.0 0.01
C 2.409084 2.365425 -1.012732 0.0 -0.1 0.0 0.00
H 3.249186 -0.091154 -1.012611 0.0 0.0 0.0 0.00
H -0.382771 3.084091 0.555760 0.0 0.0 0.0 0.00
H -3.025220 -3.028020 -0.417113 -0.1 0.0 0.0 0.00
C 1.899190 -1.094909 1.236325 0.1 0.1 0.1 0.01
C 1.763977 1.111071 2.027026 0.1 0.0 0.1 0.01
H 0.192494 2.425646 2.563537 0.0 0.0 0.0 0.00
H -4.425037 -1.930810 -0.549437 0.0 0.0 0.1 0.00
H 2.021158 -2.841051 -0.030802 0.0 0.0 0.0 0.00
O -1.732705 -1.680393 1.434523 0.0 0.1 -0.1 0.00
H -0.564987 -1.691668 3.115732 0.1 0.0 0.0 0.00
H 1.186170 1.462626 -2.382898 0.1 0.0 0.0 0.00
```
Forces are in eV/Å.

---

No. 2
Density functional theory data (the ωB97M-V functional and the def2-TZVPD basis) for a cluster of 4 separate species, C15H28FN5O10S2 in total.

Computed properties:
charge	0
LUMO	0.046	eV
2S+1	1
HOMO	-9.63	eV
SMILES string	CCCCO[C@@]1(N=C=S)NC(=O)C[C@@]1(CCF)S(C)(=O)=O.C[N+](=O)[O-].C[N+](=O)[O-].C[N+](=O)[O-]

Structure (XYZ):
```
61
Properties=species:S:1:pos:R:3:forces:R:3:nbo_charge:R:1
H -3.123435 -1.183257 0.207025 -0.2 0.6 0.0 0.18
H 3.950956 -0.877452 0.073098 -0.3 0.7 0.1 0.21
O -2.085648 3.152799 6.872774 0.1 -0.1 -0.2 -0.37
C 1.170918 -2.349263 -5.622851 -0.1 -0.1 -0.2 -0.48
H 4.036445 0.736320 0.931506 0.0 -0.7 -0.2 0.20
C 4.030177 0.921247 -1.233543 0.0 -0.9 -0.3 -0.43
C -0.266814 -2.400456 -1.027830 -0.1 0.7 1.0 -0.86
C -0.689874 0.424229 -0.498853 -1.2 4.1 -0.2 -0.36
H 4.303617 1.990488 -1.163544 -0.2 -0.4 0.2 0.20
S -0.807928 -0.838603 -1.790126 0.1 -1.5 -2.6 2.16
H -3.814327 2.880917 4.433553 0.1 0.0 -0.1 0.23
H 4.697893 0.487592 -2.009373 -0.4 0.5 0.2 0.21
H 0.833894 -2.461417 -1.016861 -0.5 0.1 -0.3 0.27
C -3.034771 3.545963 4.796384 -0.1 0.2 0.0 -0.49
H 6.155792 -1.159608 0.020238 0.0 0.6 0.1 0.21
H 1.110043 -2.901804 -6.554760 0.1 0.0 0.1 0.23
H 0.558763 -2.815107 -4.855606 0.0 0.2 0.1 0.24
H 1.747713 2.855325 -0.470076 -0.1 -0.1 0.3 0.43
C 4.386999 0.134298 0.073240 1.0 0.7 -0.4 -0.39
O 1.779107 0.159180 -0.619444 -0.8 1.7 -1.0 -0.54
O -1.619813 1.785734 5.262138 -0.1 0.1 0.2 -0.38
C 0.760913 0.998977 -0.157772 0.8 -2.5 3.2 0.68
H 2.114447 1.505959 -2.272782 0.0 -0.3 0.5 0.19
N -4.374110 -4.055790 2.396361 0.0 -0.1 0.1 0.53
H -2.157092 2.159041 -0.639876 0.2 -0.7 -0.4 0.25
H -2.404256 3.893687 3.981355 0.0 -0.1 0.0 0.24
C 0.911569 1.713892 2.059848 -1.3 1.0 2.4 0.25
H -1.213449 -0.624656 1.347449 -0.1 0.7 0.1 0.23
H 6.308007 0.178278 1.182207 0.1 0.1 -0.6 0.21
S 0.571036 2.865577 3.092641 0.8 -0.2 -0.5 0.02
H -3.501318 -2.211649 2.850309 0.0 0.0 -0.1 0.23
C -0.258399 2.934208 -1.005338 0.7 -4.2 1.1 0.72
N 2.583572 -2.373842 -5.148474 0.0 -0.1 -0.1 0.54
H 6.477641 0.446795 -0.640200 0.0 0.1 0.6 0.20
O -2.165710 -0.992320 -2.281154 -0.3 0.1 1.9 -0.94
O 2.826253 -1.795790 -4.106253 0.1 -0.2 -0.2 -0.39
N 0.865803 0.742224 1.374601 0.8 -0.7 -1.8 -0.53
H 0.890317 -1.309743 -5.769127 0.0 0.0 0.2 0.24
H -5.134419 -2.455501 3.534777 0.0 -0.1 0.0 0.23
O -0.385994 4.017823 -1.408958 -0.3 2.8 -0.9 -0.54
N 0.845639 2.429792 -0.276991 -0.9 -0.6 -2.4 -0.71
H 2.629839 -0.167214 -2.452612 -0.4 0.4 0.4 0.23
C -4.500083 -2.597611 2.666134 -0.1 0.1 0.1 -0.48
O 0.019253 -0.528297 -2.940009 1.0 0.5 1.2 -0.95
H -0.588549 -2.353150 0.033554 0.0 -0.2 -0.6 0.24
H -4.941825 -2.139157 1.786462 0.1 0.0 0.0 0.24
C 2.561082 0.661082 -1.723477 1.6 -0.8 -0.4 -0.10
H -3.449591 0.431455 -0.475164 -0.1 0.0 0.7 0.19
H -1.617103 1.157938 1.384917 0.4 -0.5 -0.3 0.25
C -1.267574 1.753086 -1.160754 -0.2 1.1 -0.5 -0.54
F -3.872306 0.114892 1.550306 0.2 0.4 -0.4 -0.38
N -2.174136 2.762931 5.725095 0.0 0.0 0.1 0.53
C -1.597581 0.238309 0.769661 -0.4 -1.2 -0.4 -0.44
H -3.461572 4.382562 5.339794 0.1 -0.1 0.1 0.23
C -3.075638 -0.095075 0.419149 0.8 -1.2 -0.4 0.04
H -0.768036 -3.247281 -1.517928 0.2 0.5 0.0 0.27
C 5.951505 -0.080134 0.172982 -0.9 -0.5 -0.1 -0.62
O 3.394034 -2.967610 -5.831523 -0.1 0.2 0.2 -0.37
O -3.686325 -4.377766 1.444419 -0.1 0.0 0.2 -0.39
O -4.959775 -4.818966 3.136790 0.2 0.0 -0.2 -0.36
H -1.475775 1.715918 -2.247508 0.0 -0.2 0.6 0.28
```
Forces are in eV/Å.

---

No. 3
Density functional theory data (the ωB97M-V functional and the def2-TZVPD basis) for a cluster of 2 separate species, C15H28N2O4 in total.

Computed properties:
relative energy (zero: lowest compared OMol25 entry of this formula, charge and spin)	90.34	kcal/mol
charge	0
LUMO	0.553	eV
2S+1	1
HOMO	-9.45	eV
SMILES string	C[C@@H](C#N)[C@H](C#N)CCCCO.COCCOCCOC

Structure (XYZ):
```
49
Properties=species:S:1:pos:R:3:forces:R:3:nbo_charge:R:1
H 4.239572 2.656098 3.286137 -0.1 0.0 0.0 0.20
C 0.326603 0.634100 2.891206 0.0 -0.2 -0.2 -0.09
C -1.536669 -3.167548 -4.948991 1.1 5.1 1.8 0.28
H 2.054909 -1.907009 4.083802 -0.1 0.0 0.0 0.19
H 3.378076 3.155132 1.812782 0.1 0.0 -0.1 0.16
C -1.507598 -0.810257 -5.748389 1.0 0.8 -0.6 -0.30
O 0.753101 -0.701158 3.140947 0.0 0.1 0.1 -0.54
C -0.148283 -0.212819 -6.115092 -4.0 -1.9 1.0 0.28
H 0.147496 -1.232514 5.617109 0.0 -0.1 0.0 0.17
H -2.357659 0.931217 -4.650979 -0.2 -0.5 -0.4 0.22
H -0.963730 0.488511 6.634272 0.0 -0.1 0.1 0.16
H -0.081611 2.347001 -1.289328 -0.4 0.1 -0.1 0.47
H 1.867143 0.884226 1.412548 -0.1 0.0 0.0 0.17
N -1.736295 -4.179164 -5.384459 -0.7 -3.7 -1.4 -0.32
C 1.706653 -0.876188 4.185184 -0.1 -0.2 0.0 -0.09
C -2.146032 -1.475746 -3.221159 1.5 -0.9 1.2 -0.42
C -1.222343 -1.743883 -1.953182 -1.3 0.2 0.4 -0.39
C -2.495842 0.377494 -5.599068 0.3 0.6 -0.5 -0.61
H 2.573677 -0.229962 4.040766 -0.1 0.2 0.2 0.20
O 0.964043 0.652264 5.900300 -0.2 0.0 -0.1 -0.55
H -2.519379 -0.450475 -3.090117 -0.2 -0.5 -0.5 0.23
H 0.345853 0.354422 7.854556 -0.1 0.0 0.0 0.17
C 3.549626 2.327650 2.510185 -0.1 0.0 0.1 -0.25
H -0.042687 1.107359 3.802201 0.2 0.1 0.0 0.20
H -1.861127 -2.277870 -1.215908 0.5 0.2 -0.3 0.22
N 0.854570 0.267742 -6.287204 2.8 1.3 -0.6 -0.33
H 0.907105 2.360605 1.746065 -0.1 -0.1 -0.2 0.17
O 2.343899 1.939217 3.132574 0.1 -0.2 0.0 -0.54
C -1.276521 -1.730562 -4.492831 -0.6 -1.3 -0.5 -0.30
H -2.238578 1.112567 -6.391078 -0.2 -0.4 0.4 0.24
H -0.428294 0.506982 -3.290967 0.0 -0.2 0.5 0.17
C -0.178754 0.650097 -2.224107 -0.2 0.5 0.3 -0.07
H -2.924850 -2.254150 -3.165292 -0.1 0.8 -0.3 0.23
H -1.575425 0.048822 -0.678217 0.2 -0.3 -0.6 0.23
H -1.810255 -1.425221 -6.616001 0.1 0.3 0.5 0.26
H 0.014392 -0.693291 -0.513091 -0.4 0.2 -0.4 0.22
H -0.046529 1.925192 7.119868 0.1 0.0 0.0 0.19
H -3.548599 0.101054 -5.774223 0.5 -0.1 0.4 0.23
C -0.764119 -0.428165 -1.263528 1.0 -0.4 -0.2 -0.44
H 1.795279 -1.168727 6.311264 -0.1 -0.2 0.0 0.17
H -0.398320 -2.441860 -2.188261 -0.2 0.5 0.0 0.20
H -0.527271 0.539568 2.214618 0.1 -0.1 0.0 0.19
C 0.024929 0.854194 6.934249 0.2 0.0 -0.1 -0.25
H -0.200647 -1.718871 -4.237071 -0.6 0.2 0.0 0.26
H 0.928669 0.724347 -2.173331 -0.6 -0.3 0.0 0.18
C 1.382062 1.478676 2.197526 -0.1 0.3 0.4 -0.09
C 1.116302 -0.721384 5.573725 0.3 0.4 0.0 -0.09
H 4.000800 1.480090 1.981901 0.0 0.1 -0.1 0.16
O -0.737342 1.942193 -1.871912 0.7 -0.3 0.0 -0.73
```
Forces are in eV/Å.

---

No. 4
Density functional theory data (the ωB97M-V functional and the def2-TZVPD basis) for an isolated molecule of C15H28N2O4S.

Computed properties:
relative energy (zero: lowest compared OMol25 entry of this formula, charge and spin)	6.43	kcal/mol
charge	0
LUMO	0.575	eV
2S+1	1
HOMO	-9.16	eV
SMILES string	CCCCS(=O)(=O)N1CCC(C(=O)NC[C@@H]2CCCO2)CC1

Structure (XYZ):
```
50
Properties=species:S:1:pos:R:3:forces:R:3:nbo_charge:R:1
H 3.945154 -0.546008 -0.147557 0.1 -0.1 0.0 0.24
H -1.270207 1.655472 0.154287 -0.1 0.1 0.0 0.23
H -1.961173 1.493680 2.471486 0.0 0.1 0.0 0.19
S 1.659380 -0.389916 -0.681886 0.7 -0.2 0.5 2.31
C -4.222233 -0.580280 -0.465644 -0.3 0.1 0.3 -0.23
H -3.947823 2.704338 -0.771453 0.0 0.0 -0.1 0.21
C -3.324154 1.837519 -0.553952 0.0 0.0 0.2 -0.44
C -0.579146 -1.923452 1.164923 0.2 -0.1 0.0 -0.42
H 1.208570 -3.916989 -0.708362 0.1 0.1 0.0 0.20
C -0.496378 -2.679613 -1.254088 0.2 -0.2 0.1 -0.41
H -1.176305 -3.854496 0.413158 -0.1 0.1 0.0 0.22
C 3.494253 1.569088 -0.409318 0.1 0.1 0.1 -0.42
C -2.731259 1.765908 1.749145 0.1 0.4 0.0 -0.06
H -4.628933 -0.445147 -1.474754 -0.1 0.0 0.1 0.19
C -1.222958 -2.808780 0.089588 -0.2 0.1 0.0 -0.32
H 3.572532 1.512048 -1.496698 0.0 0.1 0.0 0.22
H 1.532122 -2.742166 -2.009061 -0.1 -0.3 0.0 0.24
C -2.704202 -2.445993 -0.035967 0.6 -0.3 -0.1 0.70
C 0.938614 -2.103999 1.200091 -0.3 0.3 0.5 -0.23
O 0.567875 0.439885 -0.232406 0.1 0.0 0.3 -0.98
C 3.183808 0.180884 0.118045 -0.7 -0.1 -0.5 -0.63
H -1.949325 3.273277 0.376064 0.1 0.0 0.0 0.21
N -2.924055 -1.204388 -0.516099 0.0 0.5 -0.3 -0.63
H 5.987651 3.934714 0.050586 0.1 0.1 0.0 0.21
H -2.958499 1.438981 -1.498623 0.0 0.0 -0.1 0.21
H -0.624466 -1.679151 -1.671819 -0.1 0.0 -0.1 0.21
H 4.696805 2.194085 1.264241 0.1 -0.1 0.1 0.19
H 3.014102 0.180310 1.190427 0.0 -0.1 0.2 0.23
H -3.370575 2.551300 2.181832 0.1 -0.1 0.0 0.16
H -4.876057 -1.254621 0.093074 0.0 0.1 -0.1 0.24
O -3.496697 0.612118 1.484991 -0.1 -0.2 -0.1 -0.53
N 1.551133 -1.968403 -0.107796 0.3 0.9 -0.4 -0.67
H 1.200973 -3.097833 1.576954 0.1 0.1 0.0 0.21
H 4.255356 4.218295 -0.127392 -0.1 0.1 0.0 0.20
C -4.140441 0.782261 0.232586 -0.2 -0.2 -0.4 0.09
O -3.593277 -3.219296 0.251049 -0.3 -0.3 0.2 -0.62
H -1.000586 -2.170022 2.140842 0.0 0.0 0.0 0.22
C -2.178036 2.210159 0.393632 -0.1 -0.1 0.2 -0.45
H 5.172171 3.506448 -1.454295 0.0 0.1 -0.1 0.20
H -0.901933 -3.402616 -1.963428 0.0 0.0 -0.1 0.23
C 1.002078 -2.906011 -1.070943 -0.2 0.0 -0.7 -0.23
H -2.138076 -0.582856 -0.632823 0.1 -0.1 0.0 0.40
C 5.067860 3.538518 -0.372543 0.0 -0.2 0.1 -0.60
C 4.782928 2.146321 0.176446 -0.2 0.0 -0.2 -0.39
H -0.787706 -0.873655 0.963445 -0.1 -0.1 0.1 0.23
H 1.387359 -1.355072 1.854764 0.0 -0.1 0.2 0.21
H 5.616350 1.482524 -0.062678 0.0 -0.1 0.1 0.20
H 2.652705 2.223696 -0.172550 0.0 0.1 -0.1 0.22
O 1.881796 -0.448212 -2.095649 0.2 -0.3 -0.2 -0.95
H -5.167079 1.147144 0.396128 0.1 -0.1 0.0 0.18
```
Forces are in eV/Å.

---

Number 1: electronic energy -2744.0173 hartree. Number 2: electronic energy -2510.4067 hartree. Number 3: electronic energy -998.6940 hartree. Number 4: electronic energy -1397.0343 hartree.